No. 1
Molecular formula: C13H10F5NSr
Method: DFT, ωB97M-V/def2-TZVPD

- total charge = -2
- gap between HOMO and LUMO (hartree) = 0.143
- E_HOMO (eV) = 1.253

Last column: Löwdin charge in e.
Atoms and positions in Å:
C  -0.43663  1.05725  -2.10544  -0.242
C  0.97903  1.19941  -1.86553  -0.269
C  1.15426  2.03567  -0.70290  -0.290
C  -0.15516  2.40577  -0.21845  -0.302
C  -1.13983  1.79705  -1.08360  -0.265
Sr  0.06181  0.06987  0.09897  1.274
N  -1.40099  -1.39543  0.02036  -0.368
C  -0.35729  -2.35950  -0.49859  -0.485
C  1.05499  -1.75270  -0.71361  -0.408
H  2.09307  2.28966  -0.24345  0.070
H  1.76726  0.74121  -2.43651  0.069
H  -0.36351  2.98068  0.66617  0.067
H  -2.20720  1.84905  -0.96086  0.073
H  -0.89141  0.45605  -2.87308  0.076
H  1.39153  -1.76925  -1.72174  -0.048
H  -0.31039  -3.19203  0.22486  0.048
H  -2.28864  -1.61401  0.02476  -0.132
H  1.78418  -2.05837  0.02316  -0.038
H  -0.73540  -2.74138  -1.45815  0.052
F  0.87168  -2.31956  2.62920  0.025
C  0.26608  -1.32118  3.35710  -0.251
C  -0.23722  -0.20490  2.74228  -0.042
C  -0.83834  0.78680  3.46924  -0.261
F  -1.34621  1.90737  2.85330  0.011
C  -0.94457  0.68087  4.87339  -0.173
F  -1.53060  1.65765  5.59542  0.049
C  -0.42906  -0.45546  5.50686  -0.171
F  -0.51901  -0.57490  6.85120  0.048
C  0.18025  -1.46838  4.75951  -0.168
F  0.67863  -2.56330  5.36892  0.053



No. 2
Molecular formula: C11H24BrLiN3NbO
Method: DFT, ωB97M-V/def2-TZVPD

- total charge = +2
- gap between HOMO and LUMO (hartree) = 0.250
- E_HOMO (eV) = -16.246

Last column: Löwdin charge in e.
Atoms and positions in Å:
N  1.17061  0.32434  -1.12378  -0.193
C  2.05004  0.89727  -1.82082  -0.266
O  3.21511  1.22395  -1.86511  0.181
Li  2.68487  -0.10179  0.47434  0.638
Nb  -0.22326  0.02827  0.24729  1.462
N  -0.08390  -1.91483  0.01148  -0.236
N  -1.68766  0.74455  -0.86608  -0.235
C  0.09972  -3.08526  -0.88559  -0.638
C  -1.92531  1.26095  -2.21754  -0.655
C  0.39114  -4.33834  -0.05580  -0.033
C  -1.17486  -3.36453  -1.69759  -0.018
C  1.25948  -2.83344  -1.82998  -0.040
C  -1.30075  2.64938  -2.28905  -0.020
C  -3.42261  1.36169  -2.49709  -0.029
C  -1.27041  0.32764  -3.23186  -0.031
H  1.23787  -4.15471  0.61488  0.098
H  0.65183  -5.18073  -0.71320  0.115
H  -0.46179  -4.64382  0.56321  0.093
H  -2.03251  -3.57574  -1.04018  0.088
H  -1.02778  -4.23360  -2.36040  0.116
H  -1.45404  -2.49985  -2.31171  0.063
H  1.12936  -1.90168  -2.38627  0.061
H  1.35244  -3.67283  -2.53614  0.116
H  2.18886  -2.75274  -1.25377  0.087
H  -1.74250  3.32205  -1.54286  0.095
H  -1.46722  3.07727  -3.28492  0.114
H  -0.22116  2.59586  -2.11714  0.067
H  -3.91587  2.12267  -1.88363  0.095
H  -3.91147  0.39745  -2.33838  0.100
H  -3.57104  1.64288  -3.55005  0.113
H  -1.43260  0.74873  -4.24149  0.116
H  -1.73531  -0.66668  -3.16797  0.076
H  -0.19375  0.25158  -3.04108  0.043
C  -1.03593  -2.15950  1.15837  -0.118
H  -1.32297  -1.21856  1.69263  0.050
H  -1.98464  -2.63809  0.86601  0.114
H  -0.53443  -2.75314  1.93170  0.112
C  -2.61584  1.15781  0.22515  -0.101
H  -2.17103  0.90706  1.21949  0.064
H  -2.78332  2.24316  0.22862  0.108
H  -3.59062  0.65219  0.13438  0.118
Br  1.26682  0.93002  2.13554  0.109



No. 3
Molecular formula: C3H12NOS
Method: DFT, ωB97M-V/def2-TZVPD

- total charge = +1
- gap between HOMO and LUMO (hartree) = 0.324
- energy relative to the best compared isomer or geometry (same formula, charge and spin) (eV) = 1.2160
- E_HOMO (eV) = -12.294

Last column: Löwdin charge in e.
Atoms and positions in Å:
C  -1.29759  -0.37302  -0.86948  -0.160
C  0.05192  -0.95073  -0.29448  -0.225
C  1.25254  -0.03232  -0.84789  -0.537
S  2.66890  -0.06247  0.31183  0.723
N  -2.41274  -0.82369  0.03129  0.183
H  -1.21662  0.72534  -0.86796  0.107
H  -1.42152  -0.74055  -1.88354  0.136
H  0.26816  -2.00518  -0.59939  0.125
H  0.05189  -1.08575  0.75690  0.075
H  0.92793  1.01235  -1.04127  0.076
H  1.54195  -0.37038  -1.80647  0.050
H  2.59311  1.19371  0.77946  -0.144
H  -2.54637  -0.19496  0.80494  0.120
H  -3.16935  -0.95468  -0.63877  0.169
H  -2.08591  -1.81507  0.30035  0.205
H  -2.70139  2.43379  1.65474  0.143
H  -1.24857  2.17953  0.88534  0.036
O  -2.10597  1.81546  1.06481  -0.080



No. 4
Molecular formula: C53H93BCl22O5
Method: DFT, ωB97M-V/def2-TZVPD

- total charge = 0
- gap between HOMO and LUMO (hartree) = 0.306
- E_HOMO (eV) = -7.881

Last column: Löwdin charge in e.
Atoms and positions in Å:
C  2.13356  -1.01252  1.32635  -0.116
O  2.71540  -0.29017  0.27330  -0.179
C  3.66426  0.66086  0.69738  -0.160
C  3.84469  1.65433  -0.43296  -0.274
C  4.62207  1.06623  -1.64676  -0.048
C  5.13965  -0.32852  -1.43024  -0.215
C  6.39704  -0.54795  -0.88802  -0.039
C  6.85073  -1.83466  -0.66101  -0.080
C  6.05680  -2.92175  -0.97239  -0.063
C  4.79511  -2.72802  -1.51956  -0.237
C  3.90300  -3.88907  -1.85953  -0.047
C  4.36229  -1.43306  -1.74546  -0.004
O  4.48014  2.80987  0.09032  -0.069
C  3.92882  4.04560  -0.37390  -0.262
C  3.09271  4.72140  0.69439  -0.102
C  2.37820  5.93368  0.11981  -0.222
O  1.16868  6.14240  0.81318  -0.132
C  0.24024  6.89221  0.04870  -0.169
C  -0.47343  5.97645  -0.93922  -0.169
O  -1.78183  5.62648  -0.51004  -0.052
C  -1.92142  4.31079  -0.12150  -0.283
C  -1.67856  3.27537  -1.00494  -0.013
C  -1.78352  1.96250  -0.57790  -0.044
C  -2.16974  1.62927  0.71409  -0.158
C  -2.27914  0.17358  1.17678  -0.447
C  -1.14184  -0.64265  0.55785  -0.059
C  -2.05502  0.13143  2.70060  -0.083
C  -3.68854  -0.42033  0.95900  -0.115
C  -4.07734  -1.08208  -0.37122  -0.544
C  -5.61635  -1.23489  -0.30098  -0.069
C  -3.47653  -2.49568  -0.53167  -0.051
C  -3.80018  -0.24861  -1.62531  -0.052
C  -2.43267  2.69123  1.57233  -0.018
C  -2.30474  4.01089  1.17162  0.009
B  5.23140  4.88227  -0.78365  -0.433
C  5.74676  4.99044  -2.25702  0.013
O  5.91458  5.55765  0.23010  0.106
H  2.88289  -1.55305  1.91158  0.077
H  1.45382  -1.73733  0.88659  0.031
H  1.55860  -0.36313  1.99546  0.088
H  3.30978  1.20162  1.58084  0.134
H  4.61204  0.18593  0.96935  0.134
H  2.83145  1.88542  -0.76949  0.151
H  3.96868  1.06506  -2.51891  0.066
H  5.44900  1.73853  -1.87112  0.120
H  7.03453  0.28578  -0.62096  0.117
H  7.82009  -2.01685  -0.22076  0.012
H  6.42837  -3.91887  -0.78284  0.039
H  3.14107  -3.59012  -2.57638  0.067
H  4.46572  -4.71608  -2.28735  0.072
H  3.40290  -4.26302  -0.96584  0.030
H  3.37757  -1.28266  -2.16916  0.046
H  3.32552  3.90230  -1.27540  0.141
H  3.69233  4.99325  1.55944  0.123
H  2.31428  4.03508  1.03853  0.131
H  2.18883  5.76721  -0.94682  0.124
H  3.02002  6.81978  0.21210  0.135
H  0.75619  7.69160  -0.49022  0.122
H  -0.49582  7.31019  0.73015  0.131
H  0.14513  5.08563  -1.05718  0.112
H  -0.56461  6.44094  -1.92270  0.125
H  -1.38689  3.47344  -2.02708  0.044
H  -1.54042  1.20894  -1.31336  0.031
H  -0.20923  -0.08728  0.66708  0.073
H  -1.00227  -1.58780  1.08309  0.079
H  -1.27489  -0.85994  -0.49675  0.023
H  -1.98636  -0.90214  3.03386  0.087
H  -2.91126  0.56607  3.21516  -0.001
H  -1.17815  0.70706  2.99443  0.094
H  -4.41724  0.36491  1.17389  0.114
H  -3.83097  -1.17346  1.73710  0.114
H  -5.97178  -1.94635  -1.04566  0.067
H  -5.91971  -1.57472  0.68981  0.069
H  -6.10955  -0.28244  -0.49792  0.075
H  -2.64656  -2.45946  -1.23978  0.062
H  -3.05856  -2.88059  0.39703  0.083
H  -4.20883  -3.19006  -0.92025  0.019
H  -4.48457  -0.57726  -2.41307  0.080
H  -2.79368  -0.36967  -2.02396  0.041
H  -4.01460  0.80687  -1.46872  0.088
H  -2.74090  2.52913  2.59412  0.105
H  -2.48582  4.82173  1.86259  0.118
H  6.83673  5.04265  -2.26140  0.068
H  5.39570  5.93579  -2.67858  0.068
H  5.41550  4.16931  -2.88845  0.059
H  6.64976  5.02155  0.54536  0.117
Cl  3.96377  -4.47903  2.18299  0.555
C  2.40189  -4.93422  2.91362  -0.629
C  1.47760  -5.56838  1.90729  -0.689
Cl  0.91631  -4.40363  0.68257  0.587
H  1.96090  -4.04172  3.35070  0.066
H  2.61734  -5.64598  3.70870  0.072
H  0.59152  -5.95370  2.40893  0.077
H  1.96950  -6.38645  1.38673  -0.090
Cl  -4.00602  0.67464  5.51492  0.583
C  -5.75194  0.83208  5.85575  -0.662
C  -6.56565  -0.23424  5.17495  -0.657
Cl  -6.58454  -0.04679  3.40156  0.567
H  -6.05870  1.82722  5.54426  0.073
H  -5.87323  0.74889  6.93307  -0.014
H  -7.59778  -0.17100  5.51526  0.068
H  -6.18262  -1.22647  5.39929  0.070
Cl  -4.44085  0.58791  9.31721  0.569
C  -5.62020  0.37608  10.63693  -0.655
C  -6.75408  -0.53599  10.24714  -0.652
Cl  -7.81222  0.19173  9.00806  0.559
H  -5.98190  1.36066  10.92092  0.069
H  -5.08208  -0.05593  11.47875  0.073
H  -7.37704  -0.73594  11.11691  0.072
H  -6.38522  -1.47994  9.85514  0.069
Cl  2.69313  -7.48282  -0.15943  0.656
C  4.26479  -8.32429  -0.18450  -0.612
C  5.24875  -7.70452  0.77253  -0.628
Cl  5.74768  -6.07556  0.25349  0.570
H  4.63831  -8.30229  -1.20483  0.070
H  4.07923  -9.35845  0.10061  0.075
H  6.14759  -8.31686  0.82392  0.075
H  4.82730  -7.61860  1.77089  0.066
Cl  0.07495  3.39313  -4.07713  0.580
C  -0.61299  3.31572  -5.71827  -0.640
C  -2.04182  2.83643  -5.70927  -0.652
Cl  -2.18087  1.12370  -5.23216  0.544
H  0.02277  2.66468  -6.31317  0.067
H  -0.57105  4.32196  -6.13180  0.073
H  -2.46057  2.92409  -6.71030  0.071
H  -2.64939  3.41945  -5.02186  0.070
Cl  -1.16629  -4.59796  -3.54163  0.562
C  -2.50787  -4.73150  -4.71134  -0.645
C  -3.78105  -4.12417  -4.18573  -0.644
Cl  -4.46419  -5.05648  -2.82581  0.599
H  -2.63627  -5.78399  -4.94942  0.067
H  -2.20034  -4.20173  -5.61115  0.074
H  -4.53470  -4.10719  -4.97048  0.052
H  -3.62396  -3.10563  -3.83668  0.065
Cl  9.94062  -2.16763  1.01120  0.588
C  10.53675  -3.55586  1.95693  -0.650
C  9.55356  -4.69864  1.95481  -0.662
Cl  8.07356  -4.30482  2.86499  0.537
H  10.73505  -3.20963  2.96772  0.067
H  11.47446  -3.87251  1.50368  0.072
H  10.00481  -5.56564  2.43449  0.071
H  9.26076  -4.96952  0.94323  0.065
Cl  -7.12324  -2.66004  -4.50746  0.550
C  -7.68400  -4.15458  -3.70932  -0.686
C  -9.14648  -4.10238  -3.35638  -0.651
Cl  -9.44855  -2.92529  -2.05105  0.571
H  -7.06968  -4.30898  -2.82928  0.016
H  -7.50308  -4.97102  -4.40669  0.073
H  -9.46971  -5.07502  -2.99005  0.074
H  -9.75881  -3.83036  -4.21212  0.068
Cl  -9.26155  0.25330  0.54730  0.540
C  -10.64352  0.22792  -0.57687  -0.681
C  -11.84527  0.94308  -0.01691  -0.665
Cl  -12.56302  0.07656  1.36677  0.532
H  -10.87203  -0.80933  -0.80373  0.021
H  -10.31929  0.72206  -1.49121  0.075
H  -12.61618  1.01286  -0.78235  0.071
H  -11.58911  1.94520  0.31625  0.066
Cl  2.76642  0.37062  -4.77226  0.583
C  2.28898  -1.14782  -3.96388  -0.641
C  0.79473  -1.26280  -3.81627  -0.619
Cl  0.14874  -0.06900  -2.66448  0.630
H  2.78491  -1.17861  -2.99704  -0.025
H  2.66075  -1.96690  -4.57698  0.087
H  0.53855  -2.25043  -3.43493  0.032
H  0.28972  -1.11222  -4.76808  0.059
Cl  9.85359  9.42993  -0.63286  0.532
C  8.26168  9.42478  0.17262  -0.663
C  7.30967  8.43847  -0.44992  -0.673
Cl  6.81579  8.92452  -2.09483  0.544
H  7.86737  10.43666  0.13366  0.066
H  8.43264  9.15417  1.21299  0.072
H  6.40276  8.37360  0.14696  0.070
H  7.74496  7.44664  -0.51530  0.057



- The lowest gap between HOMO and LUMO belongs to which entry?
  C13H10F5NSr